Entry 1:
This record from the Open Molecules 2025 dataset describes a single C4H7NOS molecule. The level of theory is ωB97M-V/def2-TZVPD.

Structure (XYZ):
```
14
Properties=species:S:1:pos:R:3
C 0.9039 1.6993 0.1667
C 0.2114 0.4187 0.0312
N -0.0557 -0.1094 1.2713
C -0.2098 -0.1959 -1.1563
C -0.6152 -1.6707 -1.1328
O -0.5095 -2.4272 -0.0514
S -1.3939 -2.2900 -2.4236
H 1.7425 1.5162 0.7655
H 1.0491 2.2272 -0.7703
H 0.2060 2.3100 0.7635
H 0.3605 0.3394 2.1832
H -1.2789 -0.0873 1.4660
H -0.1009 0.2112 -2.1396
H -0.3094 -1.9414 1.0266
```

Computed properties:
Multiplicity: 1
SMILES: C/C(N)=C/C(O)=S
Energy above the lowest of the compared OMol25 structures with the same formula, charge and spin: 3.009 eV

Atom charges from the Mulliken analysis, given in e for atoms 1 to 5: -1.43 0.95 -0.76 -0.74 0.38

***

Entry 2:
This record from the Open Molecules 2025 dataset describes a single C4H8N2 molecule. The level of theory is ωB97M-V/def2-TZVPD.

Structure (XYZ):
```
14
Properties=species:S:1:pos:R:3
C -0.2466 -1.0165 1.5956
N -0.6215 -0.0914 0.5538
C 0.3460 0.1962 -0.4898
C -0.4653 0.3731 -1.7949
C 1.2797 1.2789 -0.0549
N 2.0062 2.0249 0.4550
H 0.0519 -1.9573 1.1179
H -1.1444 -1.2176 2.1868
H 0.5639 -0.6796 2.2599
H -1.0031 0.7774 0.9103
H 1.0037 -0.6745 -0.6075
H -0.2122 -0.4286 -2.4945
H -1.5079 0.2196 -1.5010
H -0.3801 1.3373 -2.2960
```

Computed properties:
Multiplicity: 1
SMILES: CN[C@@H](C)C#N
Energy above the lowest of the compared OMol25 structures with the same formula, charge and spin: 0.868 eV

Atom charges from the Mulliken analysis, given in e for atoms 1 to 5: -0.88 -0.40 0.45 -1.15 0.04

***

Entry 3:
This record from the Open Molecules 2025 dataset describes a gas-phase ion, C4H3O3Si (charge -1). The level of theory is ωB97M-V/def2-TZVPD.

Structure (XYZ):
```
11
Properties=species:S:1:pos:R:3
O 2.1338 0.5780 -1.2551
C 1.1445 0.3749 -0.5532
C 1.1540 0.2511 0.8950
C -0.1316 0.0154 1.4251
O -0.6438 0.0920 2.5048
C -1.0677 -0.4565 0.3469
O -1.4429 -1.6709 0.3713
Si -0.7801 0.1714 -1.3286
H 2.0234 0.1613 1.4460
H -1.7277 1.3962 -1.4734
H -0.6618 -0.9129 -2.3789
```

Computed properties:
Multiplicity: 1
SMILES: O=C1C=C([O-])C(=O)[SiH2]1
Charge: -1

Atom charges from the Mulliken analysis, given in e for atoms 1 to 5: -0.66 0.28 -0.82 0.48 -0.66

***

Entry 4:
This record from the Open Molecules 2025 dataset describes a molecular structure, C16H19BHfN6Se. The level of theory is ωB97M-V/def2-TZVPD.

Structure (XYZ):
```
44
Properties=species:S:1:pos:R:3
H -0.0078 3.1634 0.8050
N 0.2125 1.7710 -0.8111
B 0.7837 0.8320 -3.2016
N 0.5961 1.9682 -2.1579
C 0.7669 3.2758 -2.3884
Hf -0.1711 -0.1904 -0.2424
H 1.0484 3.6109 -3.3730
C 0.5229 4.0000 -1.1860
H 0.5763 5.0696 -1.0877
C 0.2005 3.0321 -0.2355
H 1.2628 1.2290 -4.2477
C -2.1368 -2.8680 1.5601
H -2.4927 -3.1812 2.5679
H -1.0958 -3.1980 1.3751
H -2.8534 -3.2792 0.8147
N -0.6231 0.2462 -3.4216
N 1.6461 -0.3172 -2.5833
N -1.3716 -0.2756 -2.3676
N 1.4855 -0.8267 -1.2756
C -1.2682 0.1656 -4.5916
C 2.6574 -0.9745 -3.1758
H -0.8249 0.5099 -5.5151
H 2.9058 -0.7409 -4.1802
C -2.5077 -0.3934 -4.3434
C 3.2148 -1.8935 -2.2544
C -2.5461 -0.6541 -2.9848
C 2.4853 -1.7699 -1.0754
H -3.2846 -0.5583 -5.0812
H 4.0343 -2.5484 -2.4479
H -3.3969 -1.0963 -2.4706
H 2.5945 -2.2414 -0.1143
H -2.0913 -1.7424 1.5058
Se 1.2957 0.1707 1.9009
C 0.2577 -0.2835 3.4597
C -0.9848 0.3520 3.6388
C -1.8840 -0.1037 4.5879
C -1.5369 -1.1476 5.4431
C -0.2777 -1.7437 5.3333
C 0.6289 -1.3010 4.3736
H -1.2437 1.1561 2.9467
H -2.8658 0.3738 4.6577
H -2.2454 -1.4819 6.2017
H -0.0079 -2.5626 6.0096
H 1.6068 -1.7704 4.2631
```

Computed properties:
Multiplicity: 1
Charge: +2

Atom charges from the Mulliken analysis, given in e for atoms 1 to 5: 0.47 0.28 0.21 -0.16 0.05

***

Entry 5:
This record from the Open Molecules 2025 dataset describes a molecular structure, C22H92F4IN2O36P2S2. The level of theory is ωB97M-V/def2-TZVPD.

Structure (XYZ):
```
161
Properties=species:S:1:pos:R:3
C -3.4550 -2.2200 -2.6167
C -1.9210 -2.5514 -2.1596
O -1.4297 -1.9212 -1.0101
C -0.7497 -0.6760 -0.9880
C -0.8847 -0.0148 -2.4492
C -1.5186 0.1519 0.2073
I -2.4674 -1.4459 1.4484
O -2.5973 0.7517 -0.5229
C -3.9542 0.4996 -0.2356
C -4.8006 1.5054 -1.2392
C -0.6517 1.2691 1.0275
C -1.4989 1.4560 2.3796
P -1.3996 2.9959 3.4257
O -0.8566 2.6509 4.8433
O -2.9831 3.6331 3.7323
O -0.4621 4.2937 2.8746
P -1.1594 2.8864 0.0728
S -2.8650 3.7029 0.4672
N 0.8476 1.0249 1.1593
C 1.7113 2.1302 0.5286
C 1.8407 2.4227 -1.0064
C 2.2956 3.9927 -1.1617
C 3.6161 4.3560 -0.3301
C 2.7061 4.1297 -2.7454
C 1.3369 1.2306 2.6104
C 2.8401 0.9327 3.0292
O 3.5667 2.2031 3.1832
C 3.0201 0.2306 4.4969
F 4.3289 0.6615 4.9425
F 2.1240 0.7295 5.4700
F 3.1104 -1.1821 4.4377
C 1.3569 -0.3346 0.7698
O 1.5483 -1.4052 1.6816
C 0.6883 -1.8660 2.6211
N 0.0723 -1.8579 3.6759
C 0.8322 -0.9941 -0.6506
O 1.5374 -0.4230 -1.7019
C 2.7176 -0.7989 -2.3121
C 4.1574 -0.5398 -1.5716
S 1.2232 -2.8414 -0.6845
O 0.4357 -3.7317 0.2110
O 1.0388 -3.4402 -2.0750
F 2.8602 -3.1397 -0.2990
H -3.5939 -2.7050 -3.6636
H -3.7166 -1.1133 -2.5888
H -4.2355 -2.7566 -1.9270
H -2.0049 -3.6850 -1.8950
H -1.2552 -2.5951 -3.1101
H -1.9707 0.0700 -2.8438
H -0.4577 1.0318 -2.5642
H -0.3790 -0.6471 -3.2938
H -4.4070 -0.5127 -0.5733
H -4.3561 0.8226 0.8040
H -5.7354 1.0007 -1.6567
H -5.1367 2.4526 -0.6980
H -4.1169 1.8555 -2.1083
H -1.3522 0.6090 3.1607
H -2.6308 1.3976 2.1204
H -2.8522 4.6070 3.8047
H -1.0153 5.0320 2.5027
H -1.1473 2.6814 -1.3664
H -0.2585 3.9896 0.2730
H 1.5339 3.1596 1.0349
H 2.8448 1.9844 0.7481
H 2.7060 1.8544 -1.5309
H 0.9549 2.3300 -1.7023
H 1.4109 4.7026 -0.9798
H 3.2999 4.4537 0.7815
H 4.4561 3.5791 -0.3904
H 3.9758 5.4142 -0.6331
H 2.4991 3.1391 -3.2823
H 2.1964 5.0172 -3.2501
H 3.8565 4.2703 -2.7906
H 1.2053 2.3329 2.9453
H 0.7569 0.6367 3.3927
H 3.4863 0.3125 2.3242
H 4.4818 2.1059 2.8284
H 2.4704 -0.0912 0.4681
H 2.8351 -0.1284 -3.2602
H 2.8590 -1.8529 -2.7740
H 4.5758 -1.4757 -1.0685
H 4.9413 -0.2446 -2.3843
H 4.1338 0.3341 -0.8339
O 0.2706 -5.1026 4.0404
H 0.5686 -4.1985 3.8757
H -0.4703 -4.9993 4.6539
O 2.5005 -3.9164 5.3670
H 2.7931 -3.0115 5.2010
H 1.7621 -3.8130 5.9814
O -5.1798 2.1042 5.2897
H -4.3994 2.4280 4.8239
H -5.2328 2.6667 6.0774
O -5.4858 -4.4961 -2.1395
H -5.0856 -5.3407 -1.8967
H -6.4272 -4.6164 -1.9379
O 3.9507 -2.2790 -4.8268
H 4.5530 -2.3382 -5.5787
H 3.3950 -3.0649 -4.9106
O -1.9093 -6.7957 5.1367
H -1.3412 -7.2687 5.7578
H -1.4909 -6.9437 4.2782
O 3.3645 -2.3767 8.2082
H 3.4946 -2.7328 7.3188
H 2.5273 -1.8968 8.1475
O -0.8414 4.1445 -3.2592
H -1.4022 4.4827 -2.5497
H -1.3744 4.2690 -4.0537
O 3.8223 -5.7879 -4.2181
H 4.6978 -5.4584 -3.9784
H 3.2528 -5.4834 -3.4990
O 5.9608 4.6930 1.3352
H 6.8365 5.0256 1.5699
H 5.3950 4.9918 2.0602
O -4.1950 -4.2862 -5.3105
H -4.5417 -4.9857 -4.7401
H -3.4288 -4.6932 -5.7412
O -5.2096 3.6569 7.6759
H -5.1884 4.5511 8.0380
H -5.0017 3.0929 8.4320
O -0.8153 -0.7151 -5.4227
H -0.2130 -0.7637 -6.1776
H -1.3604 -1.5089 -5.5067
O 3.3594 -0.2910 10.1541
H 3.5217 -1.1285 9.6965
H 4.2142 -0.0667 10.5410
O 5.9292 1.4864 -3.8533
H 6.0839 0.6483 -4.3074
H 6.7859 1.7024 -3.4633
O 3.1921 6.4319 2.1362
H 3.4931 7.3348 1.9715
H 2.4627 6.5392 2.7602
O -3.8695 0.6189 -6.0094
H -3.7099 -0.2152 -6.4678
H -3.0114 0.8421 -5.6261
O -7.9244 -5.1019 -3.2337
H -8.7559 -4.6267 -3.3636
H -7.4174 -4.9065 -4.0332
O -0.9912 2.0025 7.5585
H -0.6165 2.1235 6.6729
H -0.2989 2.3195 8.1517
O -7.0103 -5.2231 -6.3861
H -6.1117 -4.9751 -6.1286
H -7.0565 -6.1689 -6.1947
O -1.9683 -5.1332 -7.1471
H -1.3977 -5.6123 -6.5320
H -1.5557 -5.2762 -8.0082
O -3.2697 5.5886 -3.3709
H -3.8294 5.9255 -2.6597
H -3.8030 5.7129 -4.1665
O -8.8584 -2.9814 -5.7896
H -8.7054 -3.8143 -6.2573
H -7.9982 -2.7671 -5.4087
O 6.2787 -0.1013 2.9665
H 7.1546 0.2353 3.1947
H 5.7188 0.1912 3.6965
O 6.2198 2.9089 5.1200
H 6.2553 3.3463 5.9799
H 5.2744 2.8131 4.9456
O 2.0813 -2.7773 -7.4546
H 1.7274 -3.4674 -6.8795
H 2.8398 -3.1954 -7.8815
```

Computed properties:
Multiplicity: 1
Charge: +1

Atom charges from the Mulliken analysis, given in e for atoms 1 to 5: -0.33 -0.14 -0.16 2.42 -0.65

***

Entry 6:
This record from the Open Molecules 2025 dataset describes a single C19H25N3O4 molecule. The level of theory is ωB97M-V/def2-TZVPD.

Structure (XYZ):
```
51
Properties=species:S:1:pos:R:3
C 3.8704 -0.3357 3.0614
O 3.4013 -1.5977 2.6394
C 2.5480 -1.5789 1.5227
C 3.2368 -1.2235 0.1925
C 3.1004 0.2564 -0.1933
C 3.8214 0.5968 -1.5052
C 3.0919 0.0486 -2.7290
C 1.6476 0.5393 -2.7304
C 0.9718 0.1336 -1.4225
N 1.7062 0.6660 -0.2972
C 1.2313 1.5788 0.5683
O 1.8533 1.9882 1.5338
C -0.1548 2.0749 0.3225
C -1.2863 1.8567 1.1494
C -2.2728 2.5771 0.5379
C -3.7307 2.7178 0.8359
O -4.2616 1.5602 1.4353
C -4.1592 0.3747 0.7608
C -4.5440 -0.7735 1.4570
C -4.4446 -1.9995 0.8359
C -3.9562 -2.0621 -0.4702
C -3.8065 -3.3667 -1.1878
N -3.6060 -0.9697 -1.1289
C -3.7064 0.2120 -0.5444
O -1.7718 3.1830 -0.5490
N -0.4611 2.8687 -0.6706
H 3.0736 0.4143 3.0492
H 4.2298 -0.4695 4.0809
H 4.7002 0.0150 2.4375
H 1.7076 -0.8913 1.7008
H 2.1551 -2.5982 1.4720
H 2.8232 -1.8513 -0.5965
H 4.2970 -1.4648 0.2817
H 3.5262 0.8678 0.6079
H 4.8398 0.2081 -1.4645
H 3.8781 1.6842 -1.5900
H 3.1090 -1.0429 -2.7207
H 3.6016 0.3801 -3.6352
H 1.0968 0.1153 -3.5704
H 1.6232 1.6271 -2.8152
H -0.0553 0.4943 -1.3970
H 0.9466 -0.9586 -1.3402
H -1.3463 1.2621 2.0354
H -3.8951 3.5130 1.5710
H -4.2642 2.9794 -0.0882
H -4.9093 -0.6735 2.4672
H -4.7350 -2.9018 1.3521
H -4.7665 -3.8756 -1.2528
H -3.4274 -3.1876 -2.1893
H -3.1159 -4.0163 -0.6526
H -3.4112 1.0453 -1.1671
```

Computed properties:
Multiplicity: 1
SMILES: COCC[C@H]1CCCCN1C(=O)c1cc(COc2ccc(C)nc2)on1
Energy above the lowest of the compared OMol25 structures with the same formula, charge and spin: 4.204 eV

Atom charges from the Mulliken analysis, given in e for atoms 1 to 5: -0.57 -0.48 -0.51 -0.88 -0.36

***

Entry 7:
This record from the Open Molecules 2025 dataset describes a molecular structure, C5H8OS2. The level of theory is ωB97M-V/def2-TZVPD.

Structure (XYZ):
```
16
Properties=species:S:1:pos:R:3
C -0.4636 1.2828 0.5384
C 1.0299 1.0839 -0.1512
C 0.7747 -1.7628 -0.2127
C -0.5030 -0.9372 -0.4452
C -0.8253 -0.2114 0.7975
H -2.1420 1.0304 -0.5287
H -0.3940 2.0774 1.3736
H 1.1190 1.3260 -1.2187
H 1.7710 1.8212 0.2651
H 0.6270 -2.4112 0.5844
H 1.2289 -2.4482 -0.9981
H -0.3057 -0.3548 -1.2985
H -0.4903 -0.7156 1.7626
O -1.2091 1.8056 -0.5394
S 1.9302 -0.4812 0.0749
S -2.1477 -1.1049 -0.0040
```

Computed properties:
Multiplicity: 1
Energy above the lowest of the compared OMol25 structures with the same formula, charge and spin: 3.333 eV

Atom charges from the Mulliken analysis, given in e for atoms 1 to 5: 0.24 -0.81 -0.64 -0.18 -0.51

***

What frontier orbital gap values result from the calculations? In sequence: 7.96, 10.32, 7.68, 6.31, 8.37, 9.58, 9.29 eV.
What HOMO level values result from the calculations? In sequence: -8.048, -9.397, -3.886, -14.202, -11.610, -8.970, -8.612 eV.